This record from OMol25 describes C42H44N2O6PSr as an isolated structure. The level of theory is ωB97M-V with the def2-TZVPD basis set.

Computed properties:
**Charge**: -1

XYZ file:
```
96
Properties=species:S:1:pos:R:3:forces:R:3
Sr 0.516 -0.896 -0.451 -0.206 0.710 0.195
P -1.162 2.174 -1.542 0.004 0.026 0.068
O -1.929 -1.305 0.487 0.080 -0.090 0.048
O 1.966 -2.236 1.263 -0.116 0.192 -0.136
O 0.170 -3.480 2.960 -0.022 0.055 0.181
O -0.748 0.416 2.548 -0.080 0.003 -0.024
O 2.170 -1.134 -2.086 0.416 -0.025 -0.220
O 0.003 -3.362 -0.327 0.009 0.109 0.042
N 0.640 0.261 2.193 0.164 0.048 0.148
N 2.396 0.969 -0.114 -0.010 -0.066 0.000
C 0.981 1.625 1.758 -0.040 -0.085 -0.030
C -0.256 4.361 -2.954 -0.013 -0.008 0.001
C -1.354 3.861 -2.249 0.013 0.056 -0.058
C -1.029 -0.247 -2.628 -0.090 -0.129 -0.125
C 1.731 -2.446 4.469 -0.117 0.023 -0.076
C 0.940 -4.332 6.395 -0.006 -0.021 0.008
C -2.012 1.446 -4.163 0.032 -0.060 0.069
C 2.268 -2.465 5.755 0.009 0.026 -0.023
C 1.897 -3.378 6.733 0.003 0.009 0.011
C -1.373 -0.846 2.794 0.099 -0.006 0.069
C -1.436 1.064 -2.949 0.044 -0.068 0.106
C 3.944 1.809 -3.302 -0.005 -0.044 -0.045
C 1.395 -0.073 3.438 -0.096 0.003 -0.072
C -1.447 6.389 -3.453 -0.003 0.026 -0.013
C -1.275 -3.652 0.249 0.066 -0.132 -0.075
C 3.731 0.204 -5.048 -0.041 -0.114 -0.021
C -2.210 0.486 -5.144 0.001 0.004 0.003
C -2.717 2.023 -0.574 -0.068 -0.068 0.008
C -2.470 -1.093 1.794 -0.001 -0.021 -0.138
C 2.905 -1.848 2.242 -0.060 -0.040 -0.162
C 0.385 -4.353 5.136 -0.012 0.089 -0.079
C 3.080 1.476 -1.066 -0.026 -0.001 0.026
C -3.797 1.244 -0.984 0.009 0.013 0.007
C -2.497 4.652 -2.157 0.012 -0.023 0.004
C 1.086 -4.147 0.183 -0.067 -0.103 -0.058
C 3.260 0.967 -2.407 0.039 -0.004 -0.054
C -3.927 2.561 1.456 0.010 0.015 0.007
C 3.074 -0.655 -4.204 0.010 0.039 0.021
C -0.303 5.608 -3.558 0.024 -0.019 0.010
C 2.369 1.694 1.146 0.027 -0.046 -0.074
C -1.839 -0.830 -4.884 -0.004 -0.012 -0.040
C -4.932 1.132 -0.189 0.006 -0.014 -0.017
C 2.797 -0.318 -2.845 -0.051 -0.012 0.033
C 2.314 -3.278 0.372 0.062 -0.045 0.135
C -1.275 -1.176 -3.661 -0.004 0.048 0.006
C 2.266 -1.360 3.537 -0.001 -0.015 0.038
C 4.181 1.458 -4.610 0.019 0.079 0.042
C -2.792 2.662 0.665 0.023 0.018 -0.018
C -5.004 1.795 1.029 -0.007 0.015 0.018
C -2.239 -2.548 -0.132 -0.098 -0.021 0.059
C 0.729 -3.417 4.110 0.061 -0.087 0.005
C -2.542 5.908 -2.750 -0.002 -0.009 0.009
H -2.643 0.757 -6.101 0.005 0.005 0.012
H 3.023 -1.720 5.997 -0.004 -0.017 0.036
H 4.286 2.773 -2.934 -0.008 -0.009 0.001
H -5.762 0.520 -0.523 0.014 0.012 0.006
H -1.795 -0.819 3.804 -0.059 0.019 -0.012
H 3.554 -1.063 1.826 -0.005 -0.003 -0.009
H -1.642 -4.599 -0.167 -0.053 -0.019 0.038
H 3.107 1.257 1.828 -0.006 -0.005 0.021
H -0.646 -1.663 2.761 0.033 -0.042 -0.033
H 0.665 -0.099 4.245 -0.021 -0.026 0.043
H 3.107 -3.903 0.796 0.017 -0.013 0.000
H -3.254 -2.857 0.140 -0.016 -0.003 -0.018
H 0.885 2.318 2.604 0.048 0.034 0.010
H -3.739 0.715 -1.927 -0.001 0.002 -0.001
H 0.795 -4.551 1.154 0.065 -0.021 -0.018
H 2.679 -2.835 -0.564 -0.047 -0.189 -0.074
H 0.255 1.918 0.997 -0.008 -0.006 0.028
H -3.363 4.282 -1.622 -0.007 0.005 0.002
H 2.043 0.781 3.653 0.037 0.007 0.003
H 0.557 5.971 -4.108 -0.019 0.003 0.009
H -1.484 7.368 -3.917 -0.002 -0.018 0.004
H 0.628 -5.072 7.126 0.009 0.004 0.014
H 3.604 2.428 -0.887 -0.023 0.030 0.020
H 3.151 -0.996 4.072 0.018 -0.004 0.028
H 0.642 3.756 -3.038 -0.017 0.001 0.003
H 1.307 -4.941 -0.538 0.013 -0.068 0.044
H -3.440 6.509 -2.668 0.011 -0.010 0.001
H -0.988 -2.221 -3.525 -0.005 0.043 0.008
H 3.900 -0.096 -6.077 0.004 0.016 0.007
H -2.299 2.477 -4.340 -0.013 0.027 -0.029
H -3.141 -0.234 1.729 -0.012 0.021 0.015
H 2.344 -3.349 7.719 -0.003 -0.001 -0.021
H -2.218 -2.358 -1.208 0.059 -0.011 -0.005
H -1.981 -1.586 -5.652 -0.003 0.016 0.015
H 2.717 -1.618 -4.548 0.003 0.016 0.001
H -1.161 -3.740 1.333 -0.046 -0.001 -0.011
H -1.946 3.244 1.018 -0.012 -0.014 -0.013
H 3.535 -2.707 2.495 0.038 -0.007 0.008
H -5.888 1.704 1.649 0.013 0.002 -0.012
H 4.697 2.130 -5.283 -0.004 -0.013 0.011
H 2.644 2.747 1.008 -0.004 0.046 0.018
H -0.358 -5.096 4.867 0.001 -0.001 0.020
H -3.046 -1.969 2.109 0.022 -0.016 0.020
H -3.962 3.067 2.414 -0.009 -0.011 -0.010
```
Forces are in eV/Å.

---

This record from OMol25 describes C5H7ClO2 as an isolated structure. The level of theory is ωB97M-V with the def2-TZVPD basis set.

XYZ file:
```
15
Properties=species:S:1:pos:R:3:forces:R:3
Cl -2.613 0.346 0.091 -0.074 -0.077 -0.463
O 0.538 2.131 0.078 -1.388 -0.173 -1.882
O 1.062 -0.435 0.981 1.069 0.191 -0.367
C -0.203 -1.106 -0.880 0.051 -0.754 -0.607
C -0.898 -0.013 -0.040 -0.425 -0.078 0.225
C 1.036 -0.278 -0.476 -0.819 -0.646 1.074
C 0.149 0.952 -0.613 0.809 1.593 0.284
C -0.317 -0.317 1.335 0.369 0.252 -0.581
H -0.296 -2.162 -0.559 0.187 0.680 0.114
H 2.002 -0.402 -0.927 0.363 0.024 0.034
H -0.636 -1.268 1.715 -0.506 -0.392 0.333
H -0.314 -1.077 -1.971 -0.409 0.299 0.312
H -0.502 0.485 2.052 0.115 -0.013 -0.001
H 0.005 1.278 -1.632 -0.412 -0.312 -0.308
H 0.988 1.865 0.845 1.071 -0.593 1.832
```
Forces are in eV/Å.

---

The calculation returns the following LUMO level values, one per record and in order: 0.0893, 0.0310 hartree.
The calculation returns the following frontier orbital gap values, one per record and in order: 6.57, 10.80 eV.